w.
ORCA calculation (the ωB97M-V functional and the def2-TZVPD basis) on C49H52BrClN3O6PPbSSi2Te as an isolated structure.

Each line ends with the Mulliken charge.
Element x y z (Å)
H: 5.85334 -2.61515 -1.67934  0.287
H: 4.43731 2.58067 -1.42915  -0.278
H: 4.96087 -0.47862 5.61199  0.400
C: -2.69890 3.50125 3.17983  -1.228
C: 3.76771 -0.28886 -2.27889  0.915
H: 3.61453 -0.69946 -5.55798  0.305
C: 0.75380 2.10935 -3.27022  -0.587
C: -0.13817 2.89255 5.45682  -0.991
H: -2.91191 3.26681 -4.41033  0.491
H: 6.14930 2.31810 -1.78860  0.414
Si: 5.62858 1.75641 0.59401  0.103
C: -0.52198 -3.90351 5.18367  -0.812
C: -2.69360 1.52621 -3.15871  -0.034
H: 5.60130 -0.56520 1.36649  0.140
H: -3.77964 -0.44711 -6.28854  0.377
O: -4.74265 1.62743 -7.64677  -0.713
C: 1.09254 1.80358 3.70395  -0.315
C: -1.79077 -4.17256 4.68634  -0.593
C: 2.36556 3.85550 -3.43793  -0.872
C: -0.23745 -2.13078 3.55453  -0.302
C: 3.05384 -3.08676 -3.48413  -0.955
H: 5.64336 3.74043 -0.87058  0.341
H: -2.06281 -1.47830 -2.09975  0.227
H: 6.08181 -2.29965 4.36048  0.350
C: 1.69077 2.83775 -4.03849  -1.013
C: -3.81109 3.00670 3.79563  0.143
O: -3.84984 3.70474 -6.70007  -0.724
C: 5.43985 -0.08590 0.39482  -0.633
C: 0.70879 3.79075 -0.09040  0.043
C: -3.20057 -0.56525 -4.22034  -0.620
H: 5.20862 -0.11033 -5.08054  0.328
H: 7.49775 3.20157 1.39981  0.279
H: 3.35501 -3.79863 -4.25738  0.335
N: 0.47124 2.38666 -2.02575  0.567
H: 7.51584 1.64061 2.22702  0.292
C: 4.43864 -0.99270 4.81314  -0.617
H: 6.24630 -3.24832 -3.28246  0.372
C: -2.27026 2.99485 1.93886  1.296
C: 2.45105 5.48392 -0.10099  -1.157
C: 5.44883 2.67649 -1.03063  -0.478
H: -3.25112 -3.62143 3.19400  0.489
S: -3.60202 2.31364 -7.05359  1.284
H: -2.11488 4.27851 3.65908  0.314
H: 1.18588 5.02796 1.57729  0.205
H: 4.25809 1.74522 2.67165  0.202
O: -3.05008 -2.06752 1.27199  -0.809
C: 2.44365 -1.25706 3.46723  -0.075
C: 0.85798 2.92185 4.48870  -0.350
H: -1.69232 1.71988 6.35936  0.400
H: 5.02986 -1.72999 -5.76532  0.323
O: -2.34989 2.09674 -7.76926  -0.693
C: 4.56468 -0.99226 -5.10637  -1.138
C: -0.88942 1.73975 5.63242  -0.429
H: 6.72630 -1.60504 -2.84130  0.275
C: 3.13639 -0.62128 4.49476  -0.293
C: 4.38492 -2.65737 3.08816  -0.584
H: 2.66106 0.17486 5.05460  0.467
H: 0.23179 1.26427 -3.70885  0.691
H: 4.86978 -3.44224 2.52063  0.377
C: 0.24527 -2.89876 4.61621  -0.321
C: -1.52138 -2.40438 3.06699  0.132
H: -3.28931 -1.64494 -4.16430  0.395
O: -2.77308 1.54568 0.09175  -0.452
C: 2.08811 4.18568 -2.08945  0.954
H: 2.98471 6.25326 0.44359  0.376
H: -2.41384 2.08201 -2.27209  0.585
H: -0.33900 3.76984 6.06026  0.339
Si: 4.29461 -1.70222 -3.38130  0.284
H: 3.54919 5.76794 -1.91303  0.392
O: -1.56006 -0.46492 1.76866  0.698
C: 5.06641 -2.01308 4.11497  -0.480
H: 3.38484 2.50434 1.33903  -0.467
C: -3.46808 0.09854 -5.40736  -0.610
H: -0.82392 4.57012 1.80843  0.302
H: 4.56835 0.45422 -2.28404  -0.396
H: 2.05935 -2.70908 -3.72771  0.284
H: -2.39271 -4.96134 5.12126  0.365
C: -4.20708 1.53373 1.94492  -0.657
C: -2.12327 -1.60235 1.92684  -0.286
C: 5.93671 -2.35398 -2.73658  -1.069
H: 6.17515 -0.51359 -0.29209  0.445
H: 4.65725 3.39832 2.17609  0.419
H: 1.23712 -2.70924 5.00780  0.402
H: -5.44501 1.60908 3.67779  0.440
C: 2.77046 5.21657 -1.40035  -0.611
C: 3.09379 -2.27592 2.76302  -0.610
H: 3.11413 4.42646 -3.97532  0.383
C: -2.79462 0.14416 -3.09411  -0.005
N: -0.37542 3.08262 0.44406  0.724
Cl: -4.29636 3.60935 5.37092  -0.294
H: -0.12608 -4.47600 6.01383  0.428
Te: 3.47970 -0.78757 -0.21146  -0.109
N: -2.41432 -0.54891 -1.88607  -0.206
H: 1.44658 3.81784 4.33303  0.435
H: 1.85924 2.57047 -5.07234  0.495
C: 4.36433 2.41019 1.81077  -0.034
H: 2.58539 -2.75137 1.92924  0.621
P: 0.78597 -0.78254 2.80729  1.583
C: -3.34565 1.48022 -5.48093  -0.114
C: -2.27775 -3.42931 3.62641  -0.654
C: -1.08508 3.59339 1.38033  -0.745
Pb: -0.70653 0.38991 -0.25664  1.644
C: 1.41968 4.77871 0.55093  -0.351
C: -4.57134 2.00445 3.17456  -0.766
C: 7.35419 2.12700 1.26227  -1.102
C: -3.04283 1.99922 1.25554  -0.196
C: 0.37203 0.62594 3.90143  0.418
H: 2.95358 -3.61471 -2.53461  0.291
Br: 0.47963 -2.27320 -0.98998  -0.739
H: -3.17768 -0.63936 -1.21805  0.234
H: 8.12638 1.76998 0.57672  0.289
H: -4.77356 0.75098 1.45766  0.409
H: 2.86765 0.21314 -2.63495  -0.353
H: 1.85129 1.83728 2.92862  0.318
C: -0.62976 0.61063 4.86693  -0.609
C: -2.97830 2.18837 -4.34767  -0.902
C: 1.09170 3.43900 -1.42722  0.031
H: -1.22376 -0.28310 5.01067  0.285

Properties
**Charge**: -2
**Gap between HOMO and LUMO**: 6.57 eV

x.
ORCA calculation (the ωB97M-V functional and the def2-TZVPD basis) on C49H52BrClN3O6PPbSSi2Te as an isolated structure.

Each line ends with the Mulliken charge.
Element x y z (Å)
H: 3.51440 -6.05125 -0.42066  0.309
C: 3.33008 1.67657 3.14367  -0.799
H: -1.20242 5.94312 -6.53576  0.381
H: 0.18224 -4.94832 7.98879  0.284
C: -4.56207 2.74352 0.20534  -0.254
C: 1.25783 4.47483 -0.72694  -0.439
H: -2.18130 -1.75456 5.90340  0.065
C: -1.20351 -0.95885 -6.34590  -0.268
O: 0.64603 1.76790 0.75489  0.059
C: -3.99361 1.10152 1.70938  0.099
H: -2.47012 -1.32927 3.53081  0.576
O: -3.17253 4.71707 -2.33501  -0.849
H: 1.96798 -2.45713 7.97405  0.433
H: -3.54224 0.13979 -2.43339  0.241
C: 2.95470 -1.08697 -4.18318  -0.875
H: -1.06991 -4.10585 4.68495  0.505
H: 4.40361 -3.23080 0.29942  0.397
C: 3.44771 5.40042 -0.37411  -0.577
H: 2.65430 0.77928 -1.37400  0.424
H: -0.51201 -2.86064 -5.68561  0.454
H: 2.82688 -2.50595 -0.09149  -0.165
H: 3.60000 -4.50848 3.57983  0.246
Cl: 3.58832 0.90980 5.75552  -0.312
C: 0.76856 3.80859 -4.81441  -0.281
C: -2.95451 0.38531 2.38512  -0.206
H: 4.38641 1.91165 3.19074  0.428
H: 4.09975 6.10162 0.13298  0.363
C: 0.60290 1.05777 3.04886  0.569
C: -5.93617 2.40723 0.30600  -0.883
H: -4.83945 -2.01935 3.86177  0.414
H: -0.92528 -0.56958 6.24346  0.268
H: 3.89479 -1.15263 -2.24797  0.420
C: -0.09474 3.47163 -3.76739  0.574
H: -1.38336 -2.58586 -3.37167  0.256
C: -1.86347 0.20838 -5.98164  -0.870
P: 0.57433 2.42203 -2.42415  0.867
H: 0.59890 1.13092 -5.13133  0.565
C: 1.23368 1.56297 1.86427  -0.605
H: 5.02709 4.51180 -1.52654  0.409
Te: 0.73759 -2.62987 3.34673  0.062
H: 3.11181 2.27981 1.10423  0.347
N: -3.63456 2.13364 0.89882  -0.427
H: 3.48051 -1.95667 -4.55984  0.399
O: -1.54610 -0.52828 -8.87012  -0.741
C: -0.88142 5.25786 -5.75997  -0.648
C: 2.68207 1.16937 4.27775  0.139
H: -4.24190 3.51024 -0.49786  0.472
N: -1.63517 0.79331 2.15943  0.477
H: -2.96680 -1.36962 -1.99474  0.239
C: -3.27605 -0.73520 3.11564  0.042
Br: 0.14363 -1.48815 -0.41592  -0.659
H: -6.65418 2.95290 -0.29223  0.423
H: -0.53816 -3.63115 8.92289  0.296
H: -1.99698 0.98867 -6.72143  0.418
C: 1.34680 0.88056 4.22818  -0.621
C: -1.03107 -1.95494 -5.39767  -0.647
O: -0.41257 -2.59062 -8.18647  -0.759
H: -7.35566 1.09699 1.22180  0.387
H: 2.38346 -2.59192 6.25932  0.236
C: 3.41242 -2.98741 0.69471  -0.503
C: 1.64531 -2.19840 6.96208  -0.948
C: -0.52971 -4.12049 7.94489  -1.135
H: -1.15722 0.43865 4.12463  0.436
C: 3.19439 -0.63302 -2.89129  -0.669
S: -0.55510 -1.15166 -8.00333  1.391
H: -1.52353 -4.54183 7.77274  0.299
C: 1.77112 3.57582 -1.66039  0.618
H: 0.16032 -3.89618 1.08111  0.471
C: -6.31516 1.38996 1.12942  -0.743
Si: -0.06342 -2.89317 6.59614  0.249
C: -1.72702 4.96176 -4.70738  -0.703
H: 0.56038 -4.69795 5.06094  0.419
H: 1.67216 6.07085 0.63531  0.419
O: -2.48969 2.58849 -2.20428  -0.430
H: 1.67875 -1.11062 6.87068  0.219
C: 1.33878 0.65915 -4.49759  -0.780
H: -2.86238 1.28904 -4.41018  0.125
H: -1.76507 -1.36514 7.57269  0.444
C: -1.36395 4.05614 -3.70973  0.592
H: 3.05916 -6.14222 3.16100  0.286
H: 0.20218 4.44896 -0.47882  0.277
H: 1.05460 4.89710 -6.63451  0.426
C: -0.80037 0.73395 3.12696  -0.867
H: -6.66215 -0.75459 2.77520  0.359
H: 1.92225 -5.45531 -0.89919  0.295
C: 3.13240 3.60301 -1.94420  -0.359
H: 1.75897 3.37119 -4.84575  0.425
C: -2.22151 -0.65117 -3.75939  0.723
C: -4.61856 -1.13641 3.27378  -0.949
H: 2.05709 -6.74669 0.30116  0.290
Pb: -1.21847 0.98677 -0.52532  1.810
C: -5.33022 0.67891 1.85912  1.190
C: -5.62916 -0.44161 2.67191  -0.878
C: 3.53627 -5.23872 2.77018  -0.978
O: 0.72373 -0.43805 -7.97488  -0.706
C: 2.51147 -5.81724 -0.05361  -1.048
H: 3.54631 2.90844 -2.66463  0.348
H: 3.54102 -2.25740 1.49908  0.319
C: 1.59311 1.14185 -3.21477  0.329
C: 2.02010 -0.44919 -4.98559  -0.791
H: 0.84641 0.49622 5.11182  0.212
C: 3.96720 4.50817 -1.30044  -0.596
C: -1.53162 -1.80654 -4.11171  -0.269
C: 0.37900 4.67664 -5.81742  -0.881
C: -2.42824 3.77051 -2.64222  0.061
H: 0.40506 -5.08973 2.37732  0.512
H: 1.79559 -0.79494 -5.98769  0.506
C: -2.36046 0.37215 -4.69738  -0.167
H: -2.70253 5.42250 -4.62536  0.465
C: 0.81814 -4.19888 1.89515  -0.887
C: 2.50810 0.46566 -2.40254  -0.354
C: -0.05782 -3.80105 4.95985  -1.037
Si: 2.57110 -4.53256 1.31596  0.133
N: -2.75667 -0.49717 -2.45686  -0.401
C: -1.35022 -1.52092 6.57288  -0.767
C: 2.08753 5.38548 -0.09318  -0.561
H: 4.55315 -5.50154 2.46585  0.311
C: 2.62761 1.87529 1.98640  -0.213

Properties
**Charge**: -2
**Gap between HOMO and LUMO**: 6.29 eV

Result of the stability comparison: w is the most stable of them.

w.
ORCA calculation (the ωB97M-V functional and the def2-TZVPD basis) on one molecule with the formula C2H9NP2.

Each line ends with the natural charge from an NBO analysis.
Element x y z (Å)
H: -0.10789 0.82399 -1.56411  0.207
H: -1.50497 -0.69608 -0.03770  0.344
H: 1.56643 0.03732 -1.73712  0.215
H: 0.41130 -1.75737 -0.93702  0.190
H: -1.00108 3.09628 0.27763  0.001
C: 0.78094 0.40973 -1.16352  -0.631
P: -1.82364 1.97508 0.23355  -0.053
N: -0.62635 -0.86598 0.58077  -0.786
C: 0.49929 -0.87160 -0.25037  -0.224
H: -2.82067 2.73367 0.99908  0.018
H: 1.40856 -0.84685 0.28205  0.186
P: -0.97826 0.78862 1.77754  0.377
H: -2.14833 0.21546 2.18006  -0.029
H: 1.24885 1.21567 -0.42971  0.184

Properties
**Structure (SMILES)**: CCN[PH]#[PH2]
**Charge**: 0
**Gap between HOMO and LUMO**: 9.50 eV

x.
ORCA calculation (the ωB97M-V functional and the def2-TZVPD basis) on one molecule with the formula C2H9NP2.

Each line ends with the natural charge from an NBO analysis.
Element x y z (Å)
H: -0.01214 1.76213 1.89427  -0.067
H: 0.12016 0.06192 2.43287  -0.098
H: 2.44623 -0.56540 -0.77535  0.217
P: -0.94320 0.64438 1.90451  0.584
C: 1.42562 -0.78540 -0.56886  -0.635
H: -2.90225 -0.69331 0.04302  -0.033
H: 1.06479 -1.31840 -1.41451  0.216
P: -1.66277 -0.81049 -0.68462  0.525
H: 0.91439 1.29610 0.08295  0.204
H: 1.37059 -1.42636 0.36163  0.218
H: 0.19056 0.83357 -1.43814  0.188
H: -1.83503 0.22721 -1.62086  -0.061
N: -0.72859 0.27926 0.24863  -1.035
C: 0.55162 0.49478 -0.46553  -0.221

Properties
**Structure (SMILES)**: CCN(P)P
**Charge**: 0
**Gap between HOMO and LUMO**: 9.25 eV

Result of the stability comparison: x is the most stable of them.